{"formula": "C59H98As3IN7OPSbSc", "method": "ωB97M-V/def2-TZVPD", "total_charge": 2, "gap_ev": 7.68, "species": ["Sc", "C", "As", "C", "C", "C", "C", "C", "As", "C", "C", "C", "As", "C", "C", "H", "H", "H", "H", "H", "H", "H", "H", "H", "H", "H", "H", "H", "H", "H", "H", "H", "H", "H", "H", "H", "H", "H", "H", "H", "H", "H", "C", "C", "C", "C", "C", "C", "C", "N", "C", "N", "C", "C", "C", "C", "C", "C", "C", "N", "C", "C", "C", "C", "C", "C", "C", "H", "H", "H", "H", "H", "H", "H", "H", "H", "H", "H", "H", "H", "H", "H", "H", "H", "H", "H", "H", "H", "H", "I", "C", "C", "C", "C", "N", "C", "H", "H", "H", "H", "C", "C", "C", "Sb", "C", "C", "C", "C", "C", "C", "H", "H", "H", "H", "H", "H", "H", "H", "H", "H", "H", "H", "H", "H", "H", "H", "H", "H", "H", "H", "H", "O", "P", "N", "C", "C", "C", "C", "N", "C", "C", "C", "C", "N", "C", "C", "C", "C", "H", "H", "H", "H", "H", "H", "H", "H", "H", "H", "H", "H", "H", "H", "H", "H", "H", "H", "H", "H", "H", "H", "H", "H"], "coordinates": [[-0.200, -0.600, -0.073], [-3.646, 1.360, 2.723], [-3.194, 0.323, 1.086], [-4.195, 1.571, -0.099], [-4.571, -1.039, 1.649], [-5.131, -2.126, 0.734], [-6.195, -2.901, 1.529], [-4.056, -3.163, 0.360], [-2.392, -2.750, -0.665], [-3.111, -2.917, -2.511], [-1.776, -4.612, -0.485], [-5.772, -1.542, -0.521], [-7.360, -0.256, -0.595], [-8.859, -1.512, -0.416], [-7.601, 0.552, 1.197], [-4.609, 1.854, 2.582], [-2.895, 2.117, 2.930], [-3.737, 0.706, 3.588], [-5.143, 1.148, -0.425], [-3.608, 1.816, -0.981], [-4.404, 2.499, 0.430], [-5.411, -0.467, 2.044], [-4.101, -1.546, 2.505], [-5.760, -3.394, 2.398], [-6.653, -3.659, 0.898], [-6.970, -2.226, 1.878], [-4.536, -3.973, -0.205], [-3.678, -3.599, 1.295], [-3.191, -3.967, -2.795], [-2.463, -2.404, -3.223], [-4.103, -2.472, -2.591], [-2.515, -5.294, -0.908], [-1.632, -4.881, 0.561], [-0.835, -4.764, -1.010], [-6.127, -2.378, -1.133], [-4.981, -1.038, -1.095], [-8.787, -2.318, -1.141], [-9.780, -0.965, -0.619], [-8.934, -1.933, 0.583], [-6.804, 1.245, 1.458], [-7.730, -0.179, 1.991], [-8.525, 1.126, 1.129], [4.422, 4.747, -0.314], [4.128, 4.585, -1.774], [4.665, 5.456, -2.710], [4.439, 5.287, -4.065], [3.690, 4.212, -4.505], [3.152, 3.324, -3.590], [3.338, 3.520, -2.224], [2.821, 2.627, -1.258], [1.866, 1.660, -1.436], [0.865, 2.065, -2.249], [-0.412, 1.567, -2.579], [-1.032, 0.551, -1.817], [-2.336, 0.234, -2.242], [-2.964, 0.822, -3.327], [-2.309, 1.810, -4.036], [-1.038, 2.217, -3.664], [-0.396, 3.350, -4.415], [1.883, 0.493, -0.818], [3.041, 0.103, -0.105], [2.827, -0.701, 1.024], [3.837, -1.038, 1.901], [5.118, -0.560, 1.675], [5.374, 0.116, 0.499], [4.381, 0.404, -0.434], [4.876, 0.881, -1.770], [4.992, 5.656, -0.145], [5.015, 3.906, 0.052], [3.500, 4.798, 0.266], [5.279, 6.275, -2.370], [4.865, 5.978, -4.775], [3.534, 4.054, -5.560], [2.622, 2.455, -3.954], [3.425, 2.491, -0.459], [1.023, 2.988, -2.635], [-2.920, -0.491, -1.672], [-3.970, 0.528, -3.591], [-2.801, 2.282, -4.872], [-1.079, 3.718, -5.177], [0.520, 3.039, -4.913], [-0.169, 4.186, -3.752], [1.810, -1.047, 1.221], [3.629, -1.658, 2.762], [5.915, -0.764, 2.371], [6.386, 0.413, 0.266], [5.642, 0.184, -2.108], [5.359, 1.857, -1.719], [4.098, 0.914, -2.526], [1.651, -6.491, 2.029], [0.640, -4.681, 2.407], [-0.035, -4.470, 3.602], [-0.751, -3.293, 3.744], [-0.772, -2.382, 2.701], [-0.072, -2.553, 1.574], [0.624, -3.683, 1.441], [-0.002, -5.207, 4.388], [-1.292, -3.096, 4.654], [-1.356, -1.469, 2.768], [1.188, -3.807, 0.522], [3.755, -4.770, -0.746], [3.802, -3.732, -1.855], [4.815, -2.663, -1.511], [1.720, -2.971, -2.209], [1.824, -2.063, -4.236], [0.501, -1.373, -4.525], [2.988, -1.109, -4.417], [1.113, -4.976, -3.043], [-0.144, -4.859, -3.884], [2.222, -5.618, -3.857], [4.729, -5.244, -0.629], [3.026, -5.554, -0.946], [3.513, -4.297, 0.207], [4.102, -4.199, -2.791], [4.581, -2.202, -0.556], [4.852, -1.897, -2.280], [5.809, -3.105, -1.433], [1.951, -2.899, -4.926], [0.335, -0.550, -3.827], [-0.333, -2.067, -4.438], [0.494, -0.969, -5.537], [2.845, -0.221, -3.803], [3.062, -0.792, -5.459], [3.930, -1.582, -4.148], [0.903, -5.610, -2.176], [0.073, -4.379, -4.834], [-0.918, -4.290, -3.374], [-0.538, -5.851, -4.098], [2.621, -4.924, -4.597], [1.832, -6.482, -4.393], [3.036, -5.966, -3.228], [0.068, 0.570, 1.755], [0.394, 1.751, 2.643], [-0.714, 1.764, 3.888], [-1.036, 0.558, 4.663], [-1.399, 1.063, 6.060], [-1.817, 2.514, 5.824], [-0.855, 2.954, 4.729], [0.320, 3.115, 1.707], [0.726, 4.466, 2.118], [-0.286, 5.400, 1.462], [-0.632, 4.642, 0.184], [-0.751, 3.218, 0.708], [1.891, 1.805, 3.363], [2.161, 1.242, 4.686], [3.385, 2.017, 5.152], [4.199, 2.117, 3.867], [3.136, 2.313, 2.781], [-0.204, -0.150, 4.681], [-1.893, 0.063, 4.198], [-0.530, 1.036, 6.718], [-2.186, 0.468, 6.516], [-1.726, 3.125, 6.718], [-2.844, 2.570, 5.468], [0.100, 3.260, 5.171], [-1.244, 3.779, 4.131], [1.720, 4.680, 1.713], [0.766, 4.574, 3.201], [0.120, 6.392, 1.284], [-1.176, 5.492, 2.083], [0.178, 4.729, -0.542], [-1.553, 4.991, -0.272], [-0.630, 2.450, -0.062], [-1.736, 3.078, 1.174], [2.395, 0.171, 4.619], [1.311, 1.380, 5.351], [3.917, 1.513, 5.955], [3.092, 3.009, 5.494], [4.746, 1.190, 3.697], [4.902, 2.945, 3.886], [3.392, 1.778, 1.865], [3.027, 3.374, 2.549]], "atomic_forces_ev_per_a": [[0.341, 0.883, 0.344], [0.200, 0.079, 0.004], [-1.078, 0.231, 0.402], [0.192, -0.068, -0.077], [0.193, -0.035, -0.055], [0.002, 0.051, -0.025], [0.186, 0.123, -0.051], [0.074, 0.123, 0.155], [-0.491, -0.821, -0.480], [0.128, 0.155, -0.015], [0.153, -0.040, 0.014], [-0.111, 0.339, -0.164], [0.239, -0.276, 0.104], [-0.018, -0.004, 0.024], [0.049, -0.081, -0.092], [0.020, -0.153, -0.151], [0.006, -0.012, -0.007], [0.061, -0.038, -0.051], [0.070, -0.015, -0.008], [-0.028, -0.059, 0.075], [0.037, -0.074, 0.173], [0.139, 0.097, 0.014], [0.025, 0.181, -0.008], [0.043, -0.047, 0.080], [-0.099, -0.100, -0.032], [-0.128, 0.029, 0.031], [0.205, 0.095, 0.044], [0.002, -0.035, -0.108], [0.047, 0.009, 0.161], [0.015, -0.051, 0.095], [0.081, 0.045, 0.143], [-0.042, 0.157, -0.009], [-0.022, 0.118, 0.015], [0.055, 0.056, -0.023], [-0.013, 0.082, -0.117], [-0.270, -0.003, -0.026], [0.067, -0.015, -0.073], [0.043, 0.047, -0.030], [0.066, -0.054, 0.062], [0.058, 0.014, -0.058], [0.048, -0.084, 0.042], [-0.015, 0.017, -0.065], [-0.051, 0.025, -0.131], [-0.123, -0.044, 0.053], [-0.058, -0.125, -0.049], [0.023, 0.028, -0.076], [0.030, 0.083, 0.037], [0.023, -0.105, 0.077], [0.007, 0.282, -0.422], [0.077, -0.111, 0.396], [-0.379, 0.115, -0.015], [0.109, 0.441, -0.096], [-0.318, -0.560, 0.295], [-0.037, -0.048, 0.000], [0.100, -0.195, 0.047], [0.012, -0.227, 0.187], [0.029, -0.131, 0.190], [0.021, -0.112, 0.116], [-0.023, -0.170, 0.029], [-0.895, -0.114, -0.099], [0.413, -0.145, 0.361], [-0.346, 0.122, -0.238], [-0.071, -0.067, 0.013], [0.004, -0.086, -0.067], [-0.097, 0.004, 0.224], [-0.084, -0.101, -0.050], [0.055, -0.080, -0.139], [0.036, 0.025, 0.092], [0.057, -0.041, 0.172], [-0.036, -0.008, 0.129], [0.070, 0.123, 0.073], [0.045, 0.088, -0.071], [-0.017, -0.041, -0.110], [-0.030, -0.048, -0.001], [-0.104, -0.146, -0.033], [0.058, -0.127, 0.170], [0.183, 0.248, -0.243], [-0.063, -0.004, -0.058], [-0.013, 0.121, -0.125], [0.029, 0.039, -0.002], [0.130, 0.044, -0.025], [0.110, 0.156, -0.002], [0.392, 0.071, 0.234], [-0.063, -0.044, 0.081], [0.106, -0.061, 0.078], [0.150, -0.019, -0.053], [0.011, -0.019, -0.051], [-0.085, 0.093, -0.022], [0.073, 0.008, -0.057], [-0.265, 0.484, 0.132], [0.224, -0.265, -0.032], [0.138, 0.004, -0.298], [-0.041, 0.013, -0.169], [-0.084, 0.127, 0.182], [-0.009, 0.360, -0.176], [0.231, -0.294, -0.113], [-0.050, -0.082, 0.103], [-0.138, 0.086, 0.105], [0.125, -0.060, 0.008], [-0.086, 0.049, 0.078], [-0.206, 0.033, -0.201], [-0.381, 0.350, 0.065], [-0.108, 0.083, -0.109], [0.513, -0.796, -0.973], [-0.037, -0.090, 0.407], [0.006, -0.101, 0.114], [0.074, -0.180, 0.111], [-0.004, 0.388, 0.437], [-0.075, 0.145, 0.247], [0.108, 0.077, 0.168], [0.125, -0.060, 0.011], [-0.067, -0.106, 0.083], [-0.048, -0.005, 0.117], [-0.202, 0.011, -0.103], [0.000, 0.067, 0.100], [0.094, 0.175, 0.002], [0.112, -0.051, 0.017], [0.001, -0.136, 0.128], [-0.050, -0.007, -0.032], [-0.158, 0.030, -0.001], [-0.001, 0.050, -0.119], [0.052, 0.113, 0.063], [-0.032, 0.056, -0.049], [0.121, 0.112, -0.032], [0.006, 0.088, 0.050], [-0.042, 0.111, -0.152], [-0.150, 0.035, -0.073], [-0.066, -0.112, -0.080], [0.083, -0.038, -0.099], [-0.063, -0.083, -0.052], [0.120, -0.047, -0.046], [-0.048, -0.758, -0.749], [0.630, 0.872, 0.467], [0.752, -0.069, -0.564], [-0.238, -0.406, -0.143], [-0.011, 0.096, -0.055], [0.073, -0.063, -0.023], [-0.085, 0.372, 0.025], [-0.073, -0.670, 0.596], [0.441, 0.365, 0.124], [0.077, -0.135, -0.063], [-0.114, -0.027, 0.213], [-0.267, -0.338, -0.489], [-1.095, -0.029, -0.297], [0.008, -0.109, 0.347], [-0.013, -0.104, -0.121], [-0.101, 0.026, 0.044], [0.221, 0.234, -0.510], [-0.026, -0.045, 0.011], [0.082, -0.080, 0.082], [0.046, -0.049, 0.035], [0.004, -0.060, 0.042], [-0.041, 0.051, 0.000], [-0.057, 0.001, -0.015], [0.064, 0.052, -0.039], [-0.001, 0.102, 0.055], [-0.053, 0.015, 0.111], [0.066, 0.006, 0.019], [0.019, 0.042, 0.054], [-0.087, 0.062, 0.064], [0.059, -0.052, -0.049], [-0.068, -0.014, -0.120], [-0.081, 0.163, 0.047], [0.010, 0.008, -0.060], [-0.072, 0.041, 0.036], [0.002, -0.067, 0.009], [0.006, -0.007, 0.057], [-0.053, 0.041, 0.058], [0.034, 0.031, -0.004], [0.117, -0.020, -0.053], [0.058, 0.041, 0.006], [0.049, -0.057, -0.046]], "lowdin_charge": [0.850, -0.296, 1.186, -0.268, -0.333, -0.677, -0.049, -0.320, 1.137, -0.269, -0.286, -0.367, 1.148, -0.341, -0.335, 0.031, -0.003, 0.025, -0.035, 0.003, 0.032, 0.050, 0.076, 0.091, 0.096, 0.061, 0.094, 0.076, 0.035, 0.011, 0.021, 0.048, 0.023, -0.009, 0.070, 0.020, 0.021, 0.022, 0.015, -0.006, 0.014, 0.026, -0.024, -0.212, -0.025, -0.063, -0.061, -0.049, -0.218, 0.130, -0.350, 0.145, -0.241, -0.198, -0.247, -0.076, -0.024, -0.202, -0.024, 0.089, -0.258, -0.077, -0.077, -0.083, -0.042, -0.234, -0.021, 0.090, 0.085, 0.064, 0.118, 0.112, 0.113, 0.102, 0.110, 0.104, -0.013, 0.116, 0.119, 0.089, 0.080, 0.089, 0.047, 0.115, 0.116, 0.130, 0.094, 0.096, 0.058, 0.958, -0.675, -0.098, -0.025, -0.150, -0.029, -0.249, 0.111, 0.118, 0.063, 0.035, -0.178, -0.530, -0.133, 1.505, -0.541, -0.145, -0.132, -0.545, -0.151, -0.139, 0.092, 0.035, 0.046, 0.076, 0.049, 0.042, 0.097, 0.075, 0.044, 0.050, 0.091, 0.046, 0.090, 0.061, 0.068, 0.076, 0.027, 0.090, 0.071, 0.090, 0.061, -0.401, 0.638, -0.200, -0.211, -0.144, -0.146, -0.198, -0.155, -0.191, -0.147, -0.147, -0.192, -0.155, -0.187, -0.145, -0.141, -0.167, 0.103, 0.077, 0.112, 0.118, 0.122, 0.110, 0.115, 0.112, 0.090, 0.109, 0.122, 0.115, 0.111, 0.120, 0.077, 0.102, 0.123, 0.091, 0.121, 0.119, 0.096, 0.119, 0.089, 0.093]}